{"formula": "C5H15N2", "method": "ωB97M-V/def2-TZVPD", "elements": ["C", "C", "N", "C", "C", "N", "C", "H", "H", "H", "H", "H", "H", "H", "H", "H", "H", "H", "H", "H", "H", "H"], "coordinates": [[-2.980620, 0.646196, -0.598958], [-1.512528, 1.064301, -0.498448], [-0.651676, -0.084775, -0.739602], [0.758831, 0.228144, -1.002943], [1.478916, 0.578044, 0.313295], [1.081286, -0.541769, 1.255403], [1.858251, -1.758249, 1.144706], [-3.659001, 1.482142, -0.444088], [-3.134666, 0.106566, -1.537829], [-3.121620, -0.103534, 0.187654], [-1.417915, 1.856807, -1.271798], [-1.316210, 1.513456, 0.484888], [-1.058634, -0.634751, -1.485763], [0.824905, 1.165235, -1.598818], [1.248854, -0.406877, -1.746858], [2.546852, 0.761722, 0.178872], [0.959106, 1.494649, 0.611221], [1.145274, -0.214129, 2.225288], [0.047688, -0.568533, 1.114383], [1.773184, -2.383802, 0.255291], [2.934575, -1.599912, 1.263023], [1.629369, -2.525334, 1.881203]], "forces_ev_per_angstrom": [[0.810, -1.016, 0.897], [-0.899, 1.025, -0.795], [0.674, -0.328, 0.164], [-0.186, 1.839, -1.487], [-1.246, -0.525, -1.205], [0.117, 1.935, 1.189], [1.231, -2.573, -0.105], [0.005, -0.117, -0.228], [-0.271, 0.442, -0.077], [-0.463, 0.135, -0.019], [0.627, -0.218, 0.372], [0.024, -0.073, -0.192], [0.212, -0.120, 0.038], [-0.144, -0.026, 0.384], [-0.075, -0.875, 0.882], [-0.148, -0.437, 0.444], [0.420, -0.244, 0.620], [0.361, -0.010, -0.147], [0.287, -0.985, -0.750], [-0.537, 0.978, -0.612], [-0.294, 0.643, 0.006], [-0.504, 0.550, 0.621]], "total_energy_ev": -8401.436, "charge": 1, "homo_lumo_gap_ev": 10.452, "smiles": "CCNCC[NH2+]C"}